Entry from the OMol25 dataset: 2 unconnected molecules or ions with the total composition C2H2ClN3O in a non-equilibrium geometry (wB97M-V/def2-TZVPD).

Structure (XYZ):
```
9
Properties=species:S:1:pos:R:3:nbo_charge:R:1
C -0.56 -1.46 0.74 0.627
C 0.52 1.52 -1.27 0.848
N -1.69 -1.92 0.76 -0.684
N 0.33 1.99 -0.19 -0.769
N 0.50 -1.17 1.21 -0.521
O 0.50 0.84 -2.18 -0.496
Cl 2.06 -1.00 0.50 0.172
H -2.49 -1.57 0.23 0.408
H 0.82 2.78 0.20 0.417
```

Computed properties:
- Charge: 0
- LUMO: 0.1 eV
- Structure (SMILES): N=C=NCl.N=C=O
- Maximum force: 3.59 eV Å⁻¹
- HOMO energy: -9.81 eV


Entry from the OMol25 dataset: 2 unconnected molecules or ions with the total composition C2H2ClN3O in a non-equilibrium geometry (wB97M-V/def2-TZVPD).

Structure (XYZ):
```
9
Properties=species:S:1:pos:R:3:nbo_charge:R:1
C 0.71 0.15 -1.33 -0.087
C -0.10 -0.40 -0.29 -0.114
N -0.03 0.23 -2.40 -0.123
N -1.20 -0.73 -0.87 -0.066
N 0.11 -0.84 2.97 -0.346
O -1.27 -0.32 -2.06 -0.109
Cl -1.10 -1.17 3.86 0.354
H 1.73 0.49 -1.48 0.239
H 0.18 -0.41 0.78 0.251
```

Computed properties:
- Charge: 0
- LUMO (alpha / beta): -1.4 / -1.5 eV
- Maximum force: 5.29 eV Å⁻¹
- HOMO energy (alpha / beta): -10.07 / -10.06 eV


Entry from the OMol25 dataset: 2 unconnected molecules or ions with the total composition C2H2ClN3O in a non-equilibrium geometry (wB97M-V/def2-TZVPD).

Structure (XYZ):
```
9
Properties=species:S:1:pos:R:3:nbo_charge:R:1
C 1.26 -0.73 -0.19 -0.170
C 0.14 -0.06 0.27 0.283
N 1.80 -1.31 0.84 -0.063
N -0.01 -0.25 1.51 -0.182
N -1.70 0.90 -1.21 -0.532
O 1.08 -0.97 1.94 -0.122
Cl -3.05 1.38 -0.37 0.212
H 1.61 -0.65 -1.19 0.232
H -1.12 1.68 -1.59 0.342
```

Computed properties:
- Charge: 0
- LUMO (alpha / beta): -1.4 / -1.7 eV
- Maximum force: 1.92 eV Å⁻¹
- HOMO energy (alpha / beta): -10.27 / -10.50 eV


Entry from the OMol25 dataset: 2 unconnected molecules or ions with the total composition C2H2ClN3O in a non-equilibrium geometry (wB97M-V/def2-TZVPD).

Structure (XYZ):
```
9
Properties=species:S:1:pos:R:3:nbo_charge:R:1
C -0.09 1.50 0.42 0.146
C -0.84 -0.12 -0.74 0.209
N -0.97 1.17 -0.53 -0.446
N 0.71 0.51 0.70 -0.301
N 0.22 -0.46 -0.04 0.041
O 1.21 -2.27 0.17 -0.435
Cl -1.83 -1.09 -1.63 0.130
H -0.05 2.47 0.90 0.213
H 1.64 -1.71 0.76 0.443
```

Computed properties:
- Charge: 0
- LUMO (alpha / beta): -2.3 / -3.2 eV
- Maximum force: 3.80 eV Å⁻¹
- HOMO energy (alpha / beta): -10.37 / -10.29 eV


Entry from the OMol25 dataset: C2H2ClN3O2 in the gas phase in a non-equilibrium geometry (wB97M-V/def2-TZVPD).

Structure (XYZ):
```
10
Properties=species:S:1:pos:R:3:nbo_charge:R:1
C 0.41 0.13 0.39 0.361
C 0.12 1.28 -0.64 0.112
H 0.60 -1.73 1.10 0.473
H -1.96 -0.61 -0.94 0.362
N 0.94 0.14 1.54 -0.117
N -0.89 -0.62 -1.38 -0.103
N -0.74 0.85 -1.44 -0.249
O 0.99 -1.20 1.98 -0.536
O -0.14 -1.06 -0.16 -0.442
Cl 0.67 2.82 -0.43 0.140
```

Computed properties:
- Charge: 0
- LUMO: 0.1 eV
- Structure (SMILES): O/N=c1\o[nH]nc1Cl
- Maximum force: 4.62 eV Å⁻¹
- HOMO energy: -9.71 eV


Entry from the OMol25 dataset: a gas-phase ion, C2H2ClN4S (charge -1) in a non-equilibrium geometry (wB97M-V/def2-TZVPD).

Structure (XYZ):
```
10
Properties=species:S:1:pos:R:3:nbo_charge:R:1
C -2.43 -0.47 0.26 0.059
C 0.36 -0.52 0.14 -0.586
N -3.68 0.33 -1.15 -0.146
N -3.62 -0.82 0.68 -0.393
N -4.41 -0.32 -0.31 -0.170
N -2.41 0.31 -0.82 -0.407
S -1.02 -0.79 1.23 0.282
Cl 1.09 -1.89 -0.77 -0.119
H 1.29 -0.09 0.63 0.223
H 0.30 0.25 -0.68 0.258
```

Computed properties:
- Charge: -1
- LUMO: 3.3 eV
- Structure (SMILES): ClCSc1nnn[n-]1
- Maximum force: 3.33 eV Å⁻¹
- HOMO energy: -4.64 eV


Entry from the OMol25 dataset: C2H2ClNO4 in the gas phase in a non-equilibrium geometry (wB97M-V/def2-TZVPD).

Structure (XYZ):
```
10
Properties=species:S:1:pos:R:3:nbo_charge:R:1
C 0.25 0.37 -0.06 0.746
C -0.75 1.31 -0.67 -0.458
N 0.63 -2.06 0.78 0.768
O 1.39 0.63 0.05 -0.562
O -0.30 -0.80 0.20 -0.500
O 1.24 -1.86 1.74 -0.209
O 0.48 -2.92 0.03 -0.229
Cl -0.79 2.86 0.27 -0.038
H -0.35 1.53 -1.62 0.240
H -1.80 0.93 -0.73 0.242
```

Computed properties:
- Charge: 0
- LUMO: -0.5 eV
- Structure (SMILES): O=C(CCl)O[N+](=O)[O-]
- Maximum force: 2.67 eV Å⁻¹
- HOMO energy: -10.84 eV


Entry from the OMol25 dataset: a gas-phase ion, C2H2ClO2S (charge -1) in a non-equilibrium geometry (wB97M-V/def2-TZVPD).

Structure (XYZ):
```
8
Properties=species:S:1:pos:R:3:nbo_charge:R:1
C -1.22 0.02 -0.29 -0.897
C 0.94 -0.73 0.98 -0.439
O 0.99 0.79 -1.36 -0.989
O 0.16 1.94 0.74 -0.974
S 0.37 0.72 -0.04 1.981
Cl 1.80 -1.80 -0.04 -0.044
H -1.23 -1.12 -0.51 0.192
H -1.80 0.17 0.52 0.170
```

Computed properties:
- Charge: -1
- LUMO (alpha / beta): 3.4 / 3.5 eV
- Maximum force: 4.58 eV Å⁻¹
- HOMO energy (alpha / beta): -3.77 / -4.06 eV


Entry from the OMol25 dataset: 2 unconnected molecules or ions with the total composition C2H2ClO2S in a non-equilibrium geometry (wB97M-V/def2-TZVPD).

Structure (XYZ):
```
8
Properties=species:S:1:pos:R:3:nbo_charge:R:1
C 0.04 0.53 1.37 -0.783
C -0.51 0.16 2.51 0.707
O -0.94 -0.08 3.59 -0.505
O -1.19 -0.79 -3.60 -1.016
S 0.27 -0.66 -3.81 0.493
Cl 1.26 -0.46 -1.91 -0.468
H 1.14 0.84 1.52 0.267
H -0.08 0.47 0.34 0.304
```

Computed properties:
- Charge: -1
- LUMO: 3.1 eV
- Maximum force: 4.08 eV Å⁻¹
- HOMO energy: -2.05 eV


Entry from the OMol25 dataset: C2H2ClP in the gas phase in a non-equilibrium geometry (wB97M-V/def2-TZVPD).

Structure (XYZ):
```
6
Properties=species:S:1:pos:R:3:nbo_charge:R:1
C -0.95 -0.14 -0.44 -0.455
C 0.23 -0.10 0.44 -0.508
P -0.36 1.55 0.00 0.645
Cl 2.01 -0.37 0.07 -0.122
H -1.11 -0.42 -1.45 0.233
H 0.19 -0.51 1.39 0.206
```

Computed properties:
- Charge: 0
- LUMO: -1.3 eV
- Structure (SMILES): Cl[C@@H]1C=P1
- Maximum force: 5.78 eV Å⁻¹
- HOMO energy: -9.47 eV


Entry from the OMol25 dataset: a molecular structure, C2H2CuO3 in a non-equilibrium geometry (wB97M-V/def2-TZVPD).

Structure (XYZ):
```
8
Properties=species:S:1:pos:R:3:mulliken_spin:R:1
O -1.47 0.56 -2.26 0.100
C -1.40 1.31 -1.30 0.927
O -1.11 3.41 3.70 0.000
C -0.27 3.72 4.53 0.000
O -1.34 1.12 -0.07 -0.031
H -0.58 4.16 5.49 0.000
H 0.81 3.62 4.32 0.000
Cu -1.42 2.36 1.71 0.003
```

Computed properties:
- Charge: 0
- LUMO (alpha / beta): -1.2 / -1.2 eV
- <S²>: 0.7547
- Maximum force: 2.90 eV Å⁻¹
- HOMO energy (alpha / beta): -5.87 / -9.24 eV
- Multiplicity: 2


Entry from the OMol25 dataset: C2H2F2 in the gas phase in a non-equilibrium geometry (wB97M-V/def2-TZVPD).

Structure (XYZ):
```
6
Properties=species:S:1:pos:R:3:nbo_charge:R:1
C 0.59 -0.32 -0.13 0.124
C -0.50 0.43 0.21 0.155
F 0.32 -1.19 -1.10 -0.333
F -0.70 1.25 1.21 -0.306
H 1.73 -0.24 0.01 0.194
H -1.45 0.08 -0.19 0.166
```

Computed properties:
- Charge: 0
- LUMO: 1.2 eV
- Structure (SMILES): F/C=C/F
- Maximum force: 3.12 eV Å⁻¹
- HOMO energy: -9.69 eV


Entry from the OMol25 dataset: C2H2F2 in the gas phase in a non-equilibrium geometry (wB97M-V/def2-TZVPD).

Structure (XYZ):
```
6
Properties=species:S:1:pos:R:3:nbo_charge:R:1
C -0.67 0.06 0.00 0.144
C 0.66 0.07 -0.02 0.143
H -1.17 0.99 0.04 0.170
H 1.24 0.96 -0.01 0.175
F -1.43 -1.03 -0.01 -0.312
F 1.38 -1.05 0.00 -0.320
```

Computed properties:
- Charge: 0
- LUMO: 1.0 eV
- Structure (SMILES): F/C=C\F
- Maximum force: 1.61 eV Å⁻¹
- HOMO energy: -9.92 eV


Entry from the OMol25 dataset: 2 unconnected molecules or ions with the total composition C2H2F2O2P in a non-equilibrium geometry (wB97M-V/def2-TZVPD).

Structure (XYZ):
```
9
Properties=species:S:1:pos:R:3:nbo_charge:R:1
C -0.28 0.35 2.23 1.047
C 0.03 -0.45 -0.34 -0.003
O -0.10 -0.72 2.60 -0.542
O -0.53 1.47 2.11 -0.559
F -1.29 0.05 -0.04 -0.475
F -0.23 -1.79 -0.10 -0.435
P 0.28 -0.03 -2.22 0.070
H 1.55 -0.22 -2.16 -0.065
H 0.58 1.33 -2.07 -0.037
```

Computed properties:
- Charge: -1
- LUMO: 3.9 eV
- Maximum force: 4.12 eV Å⁻¹
- HOMO energy: -2.01 eV


Entry from the OMol25 dataset: a molecular structure, C2H2F2O2Yb in a non-equilibrium geometry (wB97M-V/def2-TZVPD).

Structure (XYZ):
```
9
Properties=species:S:1:pos:R:3:mulliken_spin:R:1
F -0.81 -0.27 0.92 -0.002
H -1.44 1.16 -2.23 0.009
O 0.27 0.41 -1.43 0.092
O 0.28 -1.19 0.48 0.275
C -0.91 0.73 -1.36 -0.005
C -1.78 0.03 -0.35 0.010
F -2.72 0.77 0.13 0.001
H -2.01 -1.02 -0.58 -0.001
Yb 2.07 0.23 0.02 0.621
```

Computed properties:
- Charge: +3
- LUMO (alpha / beta): -16.1 / -19.5 eV
- <S²>: 0.7576
- Maximum force: 2.62 eV Å⁻¹
- HOMO energy (alpha / beta): -26.30 / -25.66 eV
- Multiplicity: 2


Entry from the OMol25 dataset: C2H2F2O3 in the gas phase in a non-equilibrium geometry (wB97M-V/def2-TZVPD).

Structure (XYZ):
```
9
Properties=species:S:1:pos:R:3:nbo_charge:R:1
C -2.27 -0.18 -1.29 0.814
C -1.02 -0.12 -0.28 0.738
O -2.23 -0.03 -2.49 -0.501
O -1.16 1.03 0.43 -0.670
O 0.24 -0.21 -0.88 -0.726
F -3.38 -0.37 -0.56 -0.305
F -1.12 -1.32 0.50 -0.371
H -0.51 1.10 1.11 0.501
H 0.42 -0.85 -1.63 0.519
```

Computed properties:
- Charge: 0
- LUMO: 0.5 eV
- Structure (SMILES): O=C(F)C(O)(O)F
- Maximum force: 2.70 eV Å⁻¹
- HOMO energy: -11.90 eV


Entry from the OMol25 dataset: a molecular structure, C2H2F2OS in a non-equilibrium geometry (wB97M-V/def2-TZVPD).

Structure (XYZ):
```
8
Properties=species:S:1:pos:R:3:mulliken_spin:R:1
C -0.37 -0.04 -0.30 0.843
C 0.47 -0.14 0.94 0.058
O -0.77 -0.02 -2.83 0.442
F 0.16 -1.21 1.71 0.017
F 0.17 0.94 1.79 0.016
S 0.22 -0.31 -1.84 0.622
H -1.49 0.71 -0.21 -0.019
H 1.62 0.08 0.73 0.022
```

Computed properties:
- Charge: 0
- LUMO (alpha / beta): 0.7 / -3.1 eV
- <S²>: 2.0094
- Maximum force: 7.49 eV Å⁻¹
- HOMO energy (alpha / beta): -7.88 / -11.01 eV
- Multiplicity: 3


Entry from the OMol25 dataset: a molecular structure, C2H2F2S in a non-equilibrium geometry (wB97M-V/def2-TZVPD).

Structure (XYZ):
```
7
Properties=species:S:1:pos:R:3:nbo_charge:R:1
C -0.24 -0.42 0.32 0.484
C 0.24 0.67 -0.54 -0.405
H -1.45 -0.43 0.51 0.140
H -0.31 1.29 -1.68 0.281
F -0.22 -1.79 -0.11 -0.370
F 0.27 -0.51 1.51 -0.304
S 1.71 1.18 -0.02 0.174
```

Computed properties:
- Charge: 0
- LUMO: -1.4 eV
- Maximum force: 8.26 eV Å⁻¹
- HOMO energy: -9.51 eV


Entry from the OMol25 dataset: 2 unconnected molecules or ions with the total composition C2H2F2S2 in a non-equilibrium geometry (wB97M-V/def2-TZVPD).

Structure (XYZ):
```
8
Properties=species:S:1:pos:R:3:nbo_charge:R:1
C -2.53 0.18 -0.52 0.169
C -1.85 -0.70 0.44 0.116
F -3.00 1.34 -0.05 -0.306
F -2.04 -2.00 0.54 -0.297
S 1.91 0.30 -0.32 -0.217
S -0.94 -0.13 -1.16 0.232
H -1.28 -0.24 1.32 0.200
H 1.93 -0.61 0.67 0.102
```

Computed properties:
- Charge: 0
- LUMO (alpha / beta): -1.4 / -2.3 eV
- Maximum force: 2.79 eV Å⁻¹
- HOMO energy (alpha / beta): -9.85 / -9.22 eV


Entry from the OMol25 dataset: 2 unconnected molecules or ions with the total composition C2H2F3P in a non-equilibrium geometry (wB97M-V/def2-TZVPD).

Structure (XYZ):
```
8
Properties=species:S:1:pos:R:3:nbo_charge:R:1
C 0.85 0.67 0.25 0.014
C -1.24 -1.19 -0.24 0.603
F 0.66 0.83 1.55 -0.332
F -2.07 -0.52 -1.03 -0.322
F -1.77 -1.43 0.94 -0.319
P 1.83 1.41 -0.85 0.253
H -0.72 -2.02 -0.71 0.134
H 2.45 2.26 0.09 -0.031
```

Computed properties:
- Charge: 0
- LUMO (alpha / beta): -0.7 / 0.3 eV
- Maximum force: 1.43 eV Å⁻¹
- HOMO energy (alpha / beta): -9.11 / -9.60 eV


Number 1: calculated total energy -777.0355 a.u.. Number 2: calculated total energy -776.8662 a.u.. Number 3: calculated total energy -776.8341 a.u.. Number 4: calculated total energy -776.9244 a.u.. Number 5: calculated total energy -852.1573 a.u.. Number 6: calculated total energy -1154.8363 a.u.. Number 7: calculated total energy -893.1699 a.u.. Number 8: calculated total energy -1086.1431 a.u.. Number 9: calculated total energy -1086.2573 a.u.. Number 10: calculated total energy -878.8323 a.u.. Number 11: calculated total energy -1943.4929 a.u.. Number 12: calculated total energy -277.0751 a.u.. Number 13: calculated total energy -277.0928 a.u.. Number 14: calculated total energy -768.9506 a.u.. Number 15: calculated total energy -1584.7213 a.u.. Number 16: calculated total energy -502.8657 a.u.. Number 17: calculated total energy -750.3862 a.u.. Number 18: calculated total energy -675.2093 a.u.. Number 19: calculated total energy -1073.3498 a.u.. Number 20: calculated total energy -718.1587 a.u..